Run i
An isolated molecule of C3H5NS. Source: OMol25; level of theory: the ωB97M-V functional and the def2-TZVPD basis.

Geometry as XYZ:
```
10
Properties=species:S:1:pos:R:3:lowdin_charge:R:1
C -1.68869 0.07371 -0.57257 -0.123
N -0.23000 -0.11787 -0.55565 -0.020
C 0.55147 0.14266 0.40615 -0.265
C 1.94894 -0.37616 0.38792 -0.606
S 3.14781 0.15750 1.37521 0.677
H -1.86844 0.74748 -1.44410 0.078
H -2.10881 0.73054 0.18947 0.063
H -2.13626 -0.98336 -0.73357 0.113
H 0.39601 0.74931 1.23507 0.076
H 1.98798 -1.12381 -0.28794 0.006
```

Calculated values
lowest unoccupied orbital energy: -0.03702 Eh
2S+1: 1
frontier orbital gap: 0.2960 hartree
SMILES string: C/N=C/C=S
net charge: 0


Run ii
An isolated molecule of C3H5NS. Source: OMol25; level of theory: the ωB97M-V functional and the def2-TZVPD basis.

Geometry as XYZ:
```
10
Properties=species:S:1:pos:R:3:lowdin_charge:R:1
S 2.61895 -0.05140 -0.11598 0.742
C 1.04958 -0.09647 0.05362 -0.789
C -0.18782 -1.08673 0.02308 -0.190
N -0.95436 0.07769 -0.36117 -0.102
C 0.10337 1.07894 0.01833 -0.201
H -0.05228 -1.76115 -0.88742 0.123
H -0.61292 -1.60857 0.90693 0.118
H -1.83336 0.09252 0.09465 0.080
H -0.08803 1.48232 0.99640 0.103
H -0.04313 1.87285 -0.72845 0.118
```

Calculated values
lowest unoccupied orbital energy: -0.00537 Eh
2S+1: 1
frontier orbital gap: 0.3150 hartree
SMILES string: S=C1CNC1
net charge: 0


Run iii
An isolated molecule of C3H5NS. Source: OMol25; level of theory: the ωB97M-V functional and the def2-TZVPD basis.

Geometry as XYZ:
```
10
Properties=species:S:1:pos:R:3:lowdin_charge:R:1
N 0.62725 1.24415 0.29335 0.102
C 0.92712 0.02195 0.48529 -0.231
C 0.09088 -0.91212 -0.03325 -0.200
C -1.09713 -0.59957 -0.77319 -0.680
S -1.82760 0.77222 -1.23226 0.668
H 1.02077 1.90185 0.92198 0.111
H -0.29448 1.44381 -0.05975 -0.050
H 1.84354 -0.34365 0.92108 0.126
H 0.31117 -1.99380 0.33082 0.125
H -1.60151 -1.53484 -0.85408 0.030
```

Calculated values
lowest unoccupied orbital energy: 0.00144 Eh
2S+1: 1
frontier orbital gap: 0.3087 hartree
SMILES string: N/C=C\C=S
net charge: 0


Run iv
An isolated molecule of C3H5NS. Source: OMol25; level of theory: the ωB97M-V functional and the def2-TZVPD basis.

Geometry as XYZ:
```
10
Properties=species:S:1:pos:R:3:lowdin_charge:R:1
C -0.55202 0.00493 1.44735 -0.061
C 0.42581 0.56184 0.77150 -0.269
N 0.75380 0.34494 -0.57078 -0.080
C 0.06323 -0.56118 -1.38810 -0.695
S -1.48436 -1.10881 -1.35601 0.624
H -1.24405 -0.74792 0.90741 -0.015
H -0.93959 0.19618 2.52539 0.090
H 0.75735 1.77304 1.02513 0.179
H 1.49189 0.75789 -1.05515 0.097
H 0.72795 -1.22092 -2.30675 0.131
```

Calculated values
lowest unoccupied orbital energy: 0.00082 Eh
2S+1: 1
frontier orbital gap: 0.3094 hartree
SMILES string: C=CNC=S
net charge: 0


Most stable structure - run iii; separation to the second - 0.797 eV.


Run i
An isolated molecule of C3H5NS. Source: OMol25; level of theory: the ωB97M-V functional and the def2-TZVPD basis.

Geometry as XYZ:
```
10
Properties=species:S:1:pos:R:3:lowdin_charge:R:1
S -2.50618 0.01018 -0.09414 0.723
C -0.90966 0.02472 -0.02358 -0.841
C 0.16364 1.07564 -0.08885 -0.202
N 1.06046 -0.04532 -0.28692 -0.072
C 0.10049 -1.02083 -0.08786 -0.298
H -0.00381 1.72622 -0.94865 0.111
H 0.28261 1.67289 0.92289 0.160
H 1.68053 -0.01936 0.55242 0.126
H 0.21473 -1.63645 0.92695 0.167
H -0.08280 -1.78768 -0.87226 0.125
```

Calculated values
lowest unoccupied orbital energy: -0.00992 Eh
2S+1: 1
frontier orbital gap: 0.3109 hartree
SMILES string: S=C1CNC1
net charge: 0


Run ii
An isolated molecule of C3H5NS. Source: OMol25; level of theory: the ωB97M-V functional and the def2-TZVPD basis.

Geometry as XYZ:
```
10
Properties=species:S:1:pos:R:3:lowdin_charge:R:1
C -1.60854 -0.73949 -0.00973 -0.099
C -1.26229 -0.59742 -1.28186 -0.266
S 0.56666 0.47646 -1.59877 0.792
N 1.14029 0.54472 -0.11479 -0.540
C 2.10309 1.05837 0.51975 -0.152
H -2.46613 -1.30530 0.27863 0.048
H -0.79117 -0.49239 0.63785 0.018
H -1.88455 -0.82357 -2.16201 0.049
H 2.15358 1.08282 1.61599 0.058
H 3.12214 1.33621 0.00675 0.091
```

Calculated values
lowest unoccupied orbital energy: 0.03081 Eh
2S+1: 1
frontier orbital gap: 0.3444 hartree
SMILES string: C=CSN=C
net charge: 0


Run iii
A structure of composition C3H5NS. Source: OMol25; level of theory: the ωB97M-V functional and the def2-TZVPD basis.

Geometry as XYZ:
```
10
Properties=species:S:1:pos:R:3:lowdin_charge:R:1
C 0.38925 1.10601 -0.00643 -0.227
C 0.00524 -0.21394 0.11714 -0.533
C -1.29825 -0.99954 0.09278 -0.087
N 1.79370 0.87805 0.10547 -0.386
S 1.67828 -0.82147 -0.05131 0.891
H 0.16127 2.09216 0.28504 0.091
H -1.20089 -1.66286 -0.70890 0.044
H -1.56209 -1.51668 0.94173 0.035
H -2.14230 -0.25095 -0.10544 0.110
H 2.17579 1.38922 -0.67009 0.063
```

Calculated values
lowest unoccupied orbital energy: 0.02563 Eh
2S+1: 1
frontier orbital gap: 0.3373 hartree
net charge: 0


Most stable structure - run i; separation to the second - 0.070 eV.


Run i
A cluster of 2 separate species, C3H5NS in total. Source: OMol25; level of theory: the ωB97M-V functional and the def2-TZVPD basis.

Geometry as XYZ:
```
10
Properties=species:S:1:pos:R:3:lowdin_charge:R:1
C -0.87713 0.95908 0.39291 -0.365
C 1.40971 -0.03322 -0.69793 -0.482
C -1.56042 -0.25423 0.03945 -0.122
N -0.41488 1.99841 0.45160 0.144
S 2.69184 -0.29211 0.27935 0.743
H 2.13670 -1.32848 0.95240 -0.127
H 1.76779 0.84032 -1.25290 -0.064
H -1.59349 -0.35015 -1.06245 0.088
H -0.97236 -1.16590 0.35347 0.080
H -2.58776 -0.37371 0.54411 0.106
```

Calculated values
lowest unoccupied orbital energy: -0.00021 Eh
2S+1: 1
frontier orbital gap: 0.3345 hartree
net charge: 0


Run ii
An isolated molecule of C3H5NS. Source: OMol25; level of theory: the ωB97M-V functional and the def2-TZVPD basis.

Geometry as XYZ:
```
10
Properties=species:S:1:pos:R:3:lowdin_charge:R:1
C 0.43512 -1.24953 1.69103 0.127
N 0.19981 -0.63843 0.60232 0.034
C 0.22641 0.11464 -0.37465 -0.558
C -0.87684 0.84211 -1.10785 -0.094
S 2.09672 0.44717 -1.25638 0.161
H 0.33750 -2.23055 1.72525 0.051
H 0.64849 -0.65225 2.47341 0.069
H -0.93006 0.32413 -1.99366 0.046
H -1.74614 1.21007 -0.51437 0.093
H -0.39102 1.83266 -1.24509 0.071
```

Calculated values
lowest unoccupied orbital energy: -0.02575 Eh
2S+1: 1
frontier orbital gap: 0.2561 hartree
SMILES string: C=NC(C)=S
net charge: 0


Most stable structure - run i; separation to the second - 0.151 eV.


Run i
A structure of composition C3H5NS. Source: OMol25; level of theory: the ωB97M-V functional and the def2-TZVPD basis.

Geometry as XYZ:
```
10
Properties=species:S:1:pos:R:3:lowdin_charge:R:1
C 1.31980 -0.41247 -0.07655 -0.171
C 0.26582 -1.24456 0.00796 -0.266
C 0.68125 0.91155 0.25752 -0.276
N -1.97460 0.16507 -0.72516 -0.415
S -1.00742 -0.07783 0.46685 0.859
H 2.34085 -0.74126 -0.20519 0.093
H -0.06584 -2.19347 -0.21586 0.044
H 0.90435 1.38832 1.25580 0.076
H 0.47550 1.81885 -0.34051 0.085
H -2.93972 0.38580 -0.42487 -0.029
```

Calculated values
lowest unoccupied orbital energy: 0.02897 Eh
2S+1: 1
frontier orbital gap: 0.3419 hartree
net charge: 0


Run ii
An isolated molecule of C3H5NS. Source: OMol25; level of theory: the ωB97M-V functional and the def2-TZVPD basis.

Geometry as XYZ:
```
10
Properties=species:S:1:pos:R:3:lowdin_charge:R:1
C -2.20817 0.45244 0.13091 0.001
C -0.92701 0.12144 0.15029 -0.119
C 0.29598 -0.27488 0.33174 -0.188
N 1.59656 0.29992 -0.16969 -0.324
S 3.50737 -0.00237 0.13920 0.686
H -2.78645 -0.03623 -0.78698 0.103
H -2.79932 0.78290 0.88521 0.006
H 0.63302 -1.19186 0.78520 0.094
H 1.62471 1.29674 -0.22258 0.000
H 3.43312 -0.76892 -0.83192 -0.260
```

Calculated values
lowest unoccupied orbital energy: -0.00773 Eh
2S+1: 1
frontier orbital gap: 0.3029 hartree
SMILES string: C=C=CNS
net charge: 0


Most stable structure - run i; separation to the second - 0.816 eV.


Run i
An isolated molecule of C3H5NS. Source: OMol25; level of theory: the ωB97M-V functional and the def2-TZVPD basis.

Geometry as XYZ:
```
10
Properties=species:S:1:pos:R:3:lowdin_charge:R:1
C 1.29635 1.13190 0.31225 -0.442
S 1.05473 -0.45148 -0.39136 0.812
C -0.43393 -0.97781 0.54749 -0.444
C -1.52476 -0.06893 0.08738 -0.319
N -2.24801 0.72799 -0.34166 0.137
H 2.25570 1.56726 0.17919 0.029
H 0.59937 1.86149 -0.10452 0.040
H 0.99847 0.95516 1.33943 0.032
H -0.42815 -0.89616 1.62926 0.087
H -0.59103 -1.87095 -0.07267 0.068
```

Calculated values
lowest unoccupied orbital energy: 0.02732 Eh
2S+1: 1
frontier orbital gap: 0.3668 hartree
SMILES string: CSCC#N
net charge: 0


Run ii
A structure of composition C3H5NS. Source: OMol25; level of theory: the ωB97M-V functional and the def2-TZVPD basis.

Geometry as XYZ:
```
10
Properties=species:S:1:pos:R:3:lowdin_charge:R:1
C 0.34940 -1.03574 -0.15756 -0.538
C -0.63078 -0.05292 0.23176 -0.321
C 0.01424 1.29156 -0.22818 -0.365
H 0.08383 -1.34516 -1.30392 0.123
H 0.19309 -2.10897 0.19819 0.102
H -1.77492 -0.27336 -0.17865 0.162
H -0.54825 -0.02628 1.45537 0.155
H -0.73965 2.22852 -0.05485 0.152
N 1.17989 1.37597 -0.03017 -0.357
S 1.87314 -0.05361 0.06801 0.885
```

Calculated values
lowest unoccupied orbital energy: 0.03254 Eh
2S+1: 1
frontier orbital gap: 0.3516 hartree
net charge: 0


Run iii
An isolated molecule of C3H5NS. Source: OMol25; level of theory: the ωB97M-V functional and the def2-TZVPD basis.

Geometry as XYZ:
```
10
Properties=species:S:1:pos:R:3:lowdin_charge:R:1
S 2.50789 -0.10012 -0.00931 0.716
C 0.93120 -0.17256 0.00960 -0.874
C 0.03015 1.05190 0.09159 -0.285
N -1.09835 0.07423 0.04651 -0.151
C -0.29621 -1.18757 0.05418 -0.185
H -0.03079 1.71589 1.08527 0.136
H 0.32308 1.88619 -0.84661 0.170
H -1.72609 0.27709 -0.92227 0.177
H -0.48147 -2.07392 -0.72944 0.148
H -0.15941 -1.47114 1.22048 0.147
```

Calculated values
lowest unoccupied orbital energy: -0.00613 Eh
2S+1: 1
frontier orbital gap: 0.3122 hartree
SMILES string: S=C1CNC1
net charge: 0


Most stable structure - run i; separation to the second - 1.829 eV.


Run i
A structure of composition C6H17NO2Si2. Source: OMol25; level of theory: the ωB97M-V functional and the def2-TZVPD basis.

Geometry as XYZ:
```
28
Properties=species:S:1:pos:R:3:lowdin_charge:R:1
C 4.52249 -1.10032 1.06543 -0.006
C 3.59716 -0.87202 -0.10784 -0.529
O 3.55759 -1.62675 -1.05869 0.055
N 2.84364 0.29402 -0.03278 0.044
C 1.95503 0.61877 -1.14758 -0.197
C 0.48308 0.35776 -0.85285 -0.205
C -0.15615 1.40001 0.07204 -0.285
C -1.66652 1.56958 -0.15819 -0.307
Si -2.68726 0.24360 0.66047 0.493
O -4.07226 -0.00534 -0.20975 -0.509
Si -5.08603 -1.30309 -0.11254 0.502
H 5.50151 -1.36368 0.67034 0.085
H 4.16879 -1.94954 1.65148 0.084
H 4.60325 -0.22658 1.70741 0.072
H 2.41182 0.41942 0.87341 0.127
H 2.09219 1.67636 -1.38891 0.115
H 2.27699 0.03675 -2.00695 0.113
H 0.37606 -0.64763 -0.43634 0.110
H -0.05573 0.35296 -1.80435 0.114
H 0.34796 2.35878 -0.07738 0.106
H 0.02427 1.13484 1.12128 0.098
H -2.00397 2.53089 0.23705 0.074
H -1.88968 1.56167 -1.22831 0.077
H -1.92773 -1.03008 0.75940 -0.011
H -3.05888 0.64203 2.03984 -0.020
H -6.47701 -0.84267 -0.27016 -0.071
H -4.91939 -1.95360 1.20885 -0.061
H -4.76120 -2.27614 -1.17437 -0.067
```

Calculated values
lowest unoccupied orbital energy: 0.02771 Eh
2S+1: 1
frontier orbital gap: 0.3829 hartree
net charge: 0


Run ii
A cluster of 3 separate species, C6H17NO2Si2 in total. Source: OMol25; level of theory: the ωB97M-V functional and the def2-TZVPD basis.

Geometry as XYZ:
```
28
Properties=species:S:1:pos:R:3:lowdin_charge:R:1
C -0.59961 0.82580 -2.11613 -0.619
C -0.37850 2.28271 -2.36138 -0.034
C 2.19285 0.77922 3.83329 -0.112
C 0.83100 -1.87241 -0.24509 -0.170
C -2.30492 -1.88230 -0.95261 -0.177
C -1.30473 -0.35217 1.70575 -0.155
N -0.68104 -0.06994 -2.93577 0.152
O 2.65217 1.09359 0.26627 -0.400
O -0.67058 0.56038 -0.79192 -0.241
Si 1.40608 1.96999 0.95894 0.874
Si -0.80708 -0.98270 -0.08382 0.498
H -0.38411 2.51158 -3.46347 0.089
H 0.57176 2.72397 -1.95000 0.064
H -1.29495 2.75810 -1.87221 0.111
H 2.19452 1.58916 4.48305 -0.113
H 1.51728 -0.05675 4.08793 -0.059
H 3.24493 0.64255 3.50716 -0.055
H 1.04172 -2.20955 -1.25606 0.023
H 1.77323 -1.39788 0.12786 0.005
H 1.02069 -2.84948 0.39083 0.080
H -3.01992 -0.97409 -1.08578 0.059
H -2.09119 -2.29651 -1.98249 0.036
H -2.85149 -2.55151 -0.30451 0.001
H -1.60281 0.71324 1.54449 0.031
H -2.14458 -1.05190 1.93087 0.036
H -0.42275 -0.16947 2.28755 -0.036
H -0.63215 0.11646 -4.00972 0.125
H 2.74420 0.14990 0.28698 -0.013
```

Calculated values
lowest unoccupied orbital energy: -0.02030 Eh
2S+1: 1
frontier orbital gap: 0.2184 hartree
net charge: 0


Most stable structure - run i; separation to the second - 4.557 eV.


Run i
An isolated molecule of C3H4ClFS. Source: OMol25; level of theory: the ωB97M-V functional and the def2-TZVPD basis.

Geometry as XYZ:
```
10
Properties=species:S:1:pos:R:3:lowdin_charge:R:1
F 1.50339 -0.66998 -0.91202 -0.022
C 0.57613 0.33721 -0.91394 -0.805
Cl -0.52831 0.08569 -2.24628 0.688
C -0.04071 0.54144 0.37620 -0.237
C -0.59375 -0.83461 0.94969 -0.623
S -0.47000 -1.54501 2.41968 0.669
H 1.02105 1.26222 -1.22225 0.092
H -0.93542 1.09937 0.21995 0.099
H 0.60947 1.08955 1.08974 0.133
H -1.14184 -1.36589 0.23922 0.006
```

Calculated values
lowest unoccupied orbital energy: -0.01526 Eh
2S+1: 1
frontier orbital gap: 0.3144 hartree
SMILES string: F[C@@H](Cl)CC=S
net charge: 0


Run ii
An isolated molecule of C3H4ClFS. Source: OMol25; level of theory: the ωB97M-V functional and the def2-TZVPD basis.

Geometry as XYZ:
```
10
Properties=species:S:1:pos:R:3:lowdin_charge:R:1
F -0.71594 1.87152 -0.05994 0.033
C -0.09863 0.73531 0.23950 -0.574
C 1.12159 0.56356 -0.33150 -0.638
Cl 2.31825 -0.55788 -0.00570 0.645
C -0.91709 -0.30749 0.99121 -0.536
S -2.00302 -0.82842 -0.33267 0.698
H 1.26889 1.44893 -1.29799 0.179
H -0.18448 -0.90769 1.72936 0.137
H -1.59532 0.32536 1.61509 0.076
H -1.04279 -0.91996 -1.48276 -0.018
```

Calculated values
lowest unoccupied orbital energy: 0.02398 Eh
2S+1: 1
frontier orbital gap: 0.3526 hartree
SMILES string: F/C(=C/Cl)CS
net charge: 0


Most stable structure - run i; separation to the second - 1.534 eV.